a:
# C2H5N3S2

One molecule with the formula C2H5N3S2 (ωB97M-V with the def2-TZVPD basis set, the Open Molecules 2025 dataset).

Each line ends with the Mulliken charge.
Positions of all 12 atoms, in Å:
C -1.175 0.079 0.078  -0.123
C 0.969 1.196 0.541  -0.152
H -0.103 -2.749 0.535  0.271
H 0.829 -1.344 0.792  0.192
H -2.070 0.616 0.209  0.421
H -0.040 0.311 -2.623  0.161
H 1.743 1.805 0.073  0.308
N 0.101 -1.800 0.232  -0.410
N -1.112 -1.169 0.315  -0.233
N 0.024 0.777 -0.379  -0.007
S -0.032 1.462 -1.919  -0.164
S 0.865 0.817 2.144  -0.264

Computed properties:
Spin multiplicity: 1
E_HOMO in eV: -8.973
Structure (SMILES): N/N=C\N(S)C=S
Lowest unoccupied orbital energy in eV: 0.1

---

b:
# C2H5N3S2

One molecule with the formula C2H5N3S2 (ωB97M-V with the def2-TZVPD basis set, the Open Molecules 2025 dataset).

Each line ends with the Mulliken charge.
Positions of all 12 atoms, in Å:
C 1.188 -0.280 -0.072  0.359
C -1.302 -0.678 -0.257  0.032
H 0.802 2.362 1.343  0.154
H 2.034 1.373 -0.724  0.303
H 0.079 -1.738 0.733  0.246
H -1.418 0.163 -0.941  0.330
H -3.089 -1.146 -0.307  0.262
N 1.142 1.019 -0.507  -0.341
N 0.002 -0.876 0.228  -0.205
N -2.240 -1.393 0.205  -0.617
S 0.117 2.181 0.191  -0.159
S 2.686 -0.987 0.109  -0.363

Computed properties:
Spin multiplicity: 1
E_HOMO in eV: -8.788
Structure (SMILES): [H]/N=C/NC(=S)NS
Lowest unoccupied orbital energy in eV: 0.1

---

b wins, 154.0 kJ/mol ahead of the next structure.

---

a:
# C2H5N3S2

One molecule with the formula C2H5N3S2 (ωB97M-V with the def2-TZVPD basis set, the Open Molecules 2025 dataset).

Each line ends with the Mulliken charge.
Positions of all 12 atoms, in Å:
C 2.313 -0.534 0.006  0.034
C -1.335 0.101 0.471  -0.149
H 1.137 1.510 0.773  0.170
H 2.037 2.519 -0.025  0.263
H 3.113 -1.242 -0.064  0.359
H 1.262 -1.834 0.970  0.314
H -0.892 0.435 1.450  0.290
N 1.649 1.611 -0.093  -0.317
N 2.611 0.641 -0.299  -0.366
N 1.104 -0.886 0.649  -0.494
S -0.285 -0.960 -0.425  0.119
S -2.844 0.438 -0.060  -0.223

Computed properties:
Spin multiplicity: 1
E_HOMO in eV: -8.921
Structure (SMILES): N/N=C\NSC=S
Lowest unoccupied orbital energy in eV: -0.4

---

b:
# C2H5N3S2

C2H5N3S2 as an isolated structure (ωB97M-V with the def2-TZVPD basis set, the Open Molecules 2025 dataset).

Each line ends with the Mulliken charge.
Positions of all 12 atoms, in Å:
C 0.125 -1.976 -0.860  0.681
C 0.113 0.758 -0.073  0.015
H -0.695 -2.210 -2.534  0.297
H 0.274 -0.850 -2.253  0.224
H 0.437 -3.614 0.155  0.225
H -0.575 0.876 -1.330  0.284
H -0.695 3.434 2.945  0.143
N -0.382 -1.425 -1.915  -0.557
N 0.067 -3.253 -0.680  -0.741
N 0.179 1.568 1.162  -0.235
S 1.035 -0.927 0.172  -0.200
S -0.987 2.892 0.993  -0.137

Computed properties:
Spin multiplicity: 1
E_HOMO in eV: -8.590
Lowest unoccupied orbital energy in eV: -1.3

---

c:
# C2H5N3S2

One molecule with the formula C2H5N3S2 (ωB97M-V with the def2-TZVPD basis set, the Open Molecules 2025 dataset).

Each line ends with the Mulliken charge.
Positions of all 12 atoms, in Å:
C -1.522 0.107 0.016  0.614
C 1.365 -0.163 -0.002  0.518
H -0.631 1.696 -0.800  0.192
H -2.267 1.899 -0.332  0.261
H -2.237 -1.190 1.135  0.264
H 3.292 -0.667 0.196  0.216
H 2.238 -2.028 -0.156  0.189
N -1.554 1.274 -0.687  -0.475
N -2.469 -0.294 0.757  -0.662
N 2.371 -1.065 0.010  -0.419
S -0.159 -1.017 -0.354  -0.286
S 1.575 1.448 0.217  -0.412

Computed properties:
Spin multiplicity: 1
E_HOMO in eV: -8.945
Structure (SMILES): [H]/N=C(/N)SC(N)=S
Lowest unoccupied orbital energy in eV: 0.3

---

d:
# C2H5N3S2

One molecule with the formula C2H5N3S2 (ωB97M-V with the def2-TZVPD basis set, the Open Molecules 2025 dataset).

Each line ends with the Mulliken charge.
Positions of all 12 atoms, in Å:
C -1.512 0.865 0.241  0.062
C -1.845 -0.319 -0.640  -0.708
N -0.262 1.423 0.387  -0.666
N 0.626 0.594 0.309  0.203
N 2.844 -0.747 0.119  -0.486
S -2.228 -0.575 1.126  -0.139
S 2.210 0.668 0.708  0.070
H -2.168 1.692 0.318  0.548
H -2.638 -0.413 -1.353  0.345
H -0.803 -0.744 -1.020  0.260
H 3.329 -0.860 -0.773  0.245
H 2.449 -1.583 0.577  0.265

Computed properties:
Spin multiplicity: 1
E_HOMO in eV: -8.625
Structure (SMILES): NS/N=N/[C@H]1CS1
Lowest unoccupied orbital energy in eV: 0.2

---

c wins, 230.0 kJ/mol ahead of the next structure.

---

a:
# C3H7N2P

One molecule with the formula C3H7N2P (ωB97M-V with the def2-TZVPD basis set, the Open Molecules 2025 dataset).

Each line ends with the Mulliken charge.
Positions of all 13 atoms, in Å:
C 1.031 -1.236 -0.025  0.138
C 1.228 0.264 0.030  -0.459
C 0.032 0.779 -0.840  -0.401
N -0.054 -1.693 -0.383  -0.499
N -1.119 -0.154 -0.831  -0.277
P -2.541 -0.099 0.192  -0.047
H 1.939 -1.866 0.286  0.323
H 1.209 0.610 1.072  0.252
H 2.287 0.481 -0.379  0.307
H -0.340 1.744 -0.480  0.305
H 0.310 0.989 -1.875  0.254
H -2.088 -0.387 1.558  0.019
H -2.523 -1.456 0.181  0.086

Computed properties:
Spin multiplicity: 1
E_HOMO in eV: -9.049
Lowest unoccupied orbital energy in eV: 0.5

---

b:
# C3H7N2P

One molecule with the formula C3H7N2P (ωB97M-V with the def2-TZVPD basis set, the Open Molecules 2025 dataset).

Each line ends with the Mulliken charge.
Positions of all 13 atoms, in Å:
C -1.579 0.428 0.228  -0.009
C -1.595 1.462 -0.664  -0.674
C 1.669 -1.127 0.941  -0.692
N -0.493 -0.307 0.645  -0.690
N 0.662 -0.429 0.136  0.528
P 1.300 -0.077 -1.471  -0.196
H -2.445 0.164 0.774  0.350
H -0.668 1.946 -1.006  0.323
H -2.622 2.001 -0.769  0.206
H 1.395 -2.156 1.259  0.282
H 2.466 -1.283 0.183  0.269
H 1.947 -0.581 1.869  0.258
H -0.038 -0.041 -2.126  0.047

Computed properties:
Spin multiplicity: 1
E_HOMO (alpha / beta) in eV: -7.448 / -7.642
Lowest unoccupied orbital energy (alpha / beta) in eV: -0.7 / -0.4

---

c:
# C3H7N2P

A 2-piece molecular cluster, C3H7N2P overall (ωB97M-V with the def2-TZVPD basis set, the Open Molecules 2025 dataset).

Each line ends with the Mulliken charge.
Positions of all 13 atoms, in Å:
C 0.602 1.375 -0.235  -0.274
C -0.111 0.231 -0.883  0.066
C -1.518 0.055 -0.257  -1.249
N 1.827 1.219 0.087  -0.334
N 2.289 -0.065 -0.226  -0.244
P 1.266 -1.094 -0.826  0.161
H 0.408 2.423 0.033  0.434
H 0.476 -2.074 2.696  0.201
H -0.144 0.227 -1.953  0.358
H -1.795 -1.078 -0.602  0.257
H -2.167 0.764 -0.562  0.423
H -1.501 0.039 0.754  0.414
H 0.367 -2.022 1.973  -0.211

Computed properties:
Spin multiplicity: 1
E_HOMO in eV: -9.563
Structure (SMILES): C[C@H]1C=NN=P1.[H][H]
Lowest unoccupied orbital energy in eV: -0.5

---

a wins, 6.9 kJ/mol ahead of the next structure.